ORCA calculation (ωB97M-V/def2-TZVPD) on C16H10N5O3Pd as an isolated structure in a non-equilibrium geometry.

Computed properties:
Relative energy (zero: lowest compared OMol25 entry of this formula, charge and spin), eV: 0.741
Spin multiplicity: 3
⟨S²⟩: 2.058
Gap between HOMO and LUMO (alpha / beta), eV: 7.1 / 5.1
Total charge: -1
Molar mass, g mol⁻¹: 426.7
E_HOMO (alpha / beta), eV: -5.018 / -5.200
F_max, eV Å⁻¹: 4.68

Last column: Mulliken spin population.
Positions of all 35 atoms, in Å:
1 Pd -0.607 1.630 0.379  1.009
2 O 4.297 1.064 -0.654  0.007
3 C 4.271 -0.241 -0.443  0.009
4 C 5.443 -0.992 -0.477  -0.006
5 C 5.472 -2.296 -0.119  0.011
6 C 4.339 -2.945 0.221  -0.005
7 C 3.184 -2.244 0.365  0.017
8 C 3.130 -0.882 -0.028  0.003
9 C 1.850 -0.109 0.133  0.009
10 O 1.822 1.176 0.177  0.114
11 N 0.836 -0.901 0.219  0.115
12 N -0.389 -0.393 0.193  0.208
13 C -1.340 -1.299 0.230  -0.040
14 C -2.696 -1.025 0.125  0.109
15 C -3.518 -2.172 -0.208  -0.074
16 C -4.870 -2.085 -0.430  0.116
17 C -5.492 -0.823 -0.252  -0.046
18 C -4.761 0.294 0.114  0.076
19 C -3.337 0.250 0.307  0.086
20 O -2.790 1.324 0.567  0.243
21 H 3.327 1.329 -0.621  -0.001
22 H 6.400 -0.493 -0.692  0.000
23 H 6.426 -2.752 0.094  0.001
24 H 4.394 -3.961 0.471  0.000
25 H 2.247 -2.591 0.792  0.000
26 H -0.872 -2.363 0.221  -0.004
27 H -2.900 -3.039 -0.320  -0.006
28 H -5.515 -2.954 -0.781  0.006
29 H -6.547 -0.817 -0.401  0.000
30 H -5.207 1.237 0.305  -0.001
31 N -0.783 3.677 0.471  0.048
32 C -0.758 4.837 0.374  -0.012
33 N -0.754 6.141 0.402  0.007
34 C -1.745 6.863 -0.177  -0.001
35 N -2.560 7.556 -0.558  0.003


ORCA calculation (ωB97M-V/def2-TZVPD) on a 4-piece molecular cluster, C22H46Cl2N3O14P4S overall in a non-equilibrium geometry.

Computed properties:
Spin multiplicity: 1
Gap between HOMO and LUMO, eV: 6.1
Total charge: +1
Molar mass, g mol⁻¹: 803.5
E_HOMO, eV: -11.320
F_max, eV Å⁻¹: 10.18

Last column: Löwdin charge in e.
Positions of all 92 atoms, in Å:
1 C 0.022 -1.958 1.075  -0.169
2 C 0.496 -3.305 0.321  -0.483
3 S 0.965 -3.069 -1.459  0.865
4 C -0.504 -2.831 -2.545  -0.471
5 N -0.821 -1.422 -2.934  -0.112
6 C -0.094 -0.253 -2.541  0.065
7 C -0.468 1.215 -2.974  -0.049
8 C 0.401 2.479 -2.546  -0.534
9 Cl 0.836 3.730 -3.833  0.673
10 C 0.912 2.726 -1.247  -0.562
11 C 1.818 4.045 -0.986  -0.114
12 Cl 0.606 1.565 0.121  0.701
13 C -1.729 1.431 -3.847  0.032
14 C -2.299 2.833 -4.350  -0.383
15 O -2.127 3.200 -5.537  0.121
16 O -3.037 3.615 -3.428  -0.032
17 C -4.288 2.974 -3.035  -0.228
18 N -4.462 3.029 -1.540  0.037
19 C -2.516 0.137 -4.266  0.067
20 C -2.007 -1.252 -3.800  -0.192
21 P -2.982 -2.826 -4.328  0.743
22 N -3.950 -2.589 -5.577  -0.310
23 H 0.768 -1.098 0.971  0.033
24 H -1.045 -1.695 0.766  0.077
25 H -0.022 -2.200 2.207  0.097
26 H -0.333 -4.084 0.426  0.091
27 H 1.460 -3.645 0.864  0.109
28 H -1.397 -3.364 -2.031  0.114
29 H -0.310 -3.414 -3.524  0.089
30 H 0.826 -0.336 -1.872  0.098
31 H 2.670 4.065 -1.769  0.088
32 H 2.336 3.979 0.034  0.064
33 H 1.207 5.009 -1.096  0.099
34 H -4.366 1.866 -3.316  0.117
35 H -5.141 3.506 -3.595  0.148
36 H -3.651 3.559 -1.167  0.087
37 H -4.396 2.072 -1.143  0.075
38 H -3.445 0.252 -4.917  0.121
39 H -3.770 -3.272 -3.219  0.023
40 H -2.027 -3.845 -4.735  0.026
41 H -3.861 -1.612 -5.891  -0.048
42 C -8.228 1.718 3.968  -0.141
43 O -6.926 1.525 3.415  -0.265
44 P -6.343 2.855 2.491  0.722
45 O -5.224 1.995 1.917  -0.297
46 O -5.833 3.602 3.859  -0.276
47 C -4.977 2.898 4.748  -0.110
48 O -5.793 4.204 1.570  -0.252
49 C -6.816 4.835 0.817  -0.164
50 H -8.474 0.855 4.588  0.091
51 H -8.252 2.619 4.588  0.083
52 H -8.964 1.802 3.165  0.080
53 H -4.472 2.058 4.266  0.085
54 H -5.562 2.530 5.592  0.087
55 H -4.223 3.591 5.124  0.092
56 H -7.597 5.214 1.482  0.081
57 H -7.247 4.119 0.111  0.078
58 H -6.386 5.668 0.259  0.088
59 C 7.817 -5.286 -1.619  -0.142
60 O 6.813 -5.622 -0.662  -0.256
61 P 5.237 -5.819 -1.325  0.709
62 O 4.591 -5.776 0.052  -0.277
63 O 5.575 -7.364 -1.756  -0.277
64 C 6.029 -8.271 -0.760  -0.106
65 O 3.707 -5.953 -2.106  -0.248
66 C 3.509 -5.010 -3.155  -0.182
67 H 8.783 -5.253 -1.114  0.092
68 H 7.858 -6.038 -2.412  0.083
69 H 7.606 -4.305 -2.050  0.078
70 H 5.784 -7.942 0.251  0.088
71 H 7.111 -8.387 -0.848  0.087
72 H 5.562 -9.241 -0.935  0.094
73 H 4.263 -5.147 -3.934  0.083
74 H 3.569 -3.994 -2.754  0.053
75 H 2.518 -5.165 -3.584  0.076
76 C 2.415 4.059 5.131  -0.145
77 O 2.988 2.791 5.446  -0.258
78 P 3.591 1.927 4.084  0.711
79 O 3.701 0.636 4.881  -0.262
80 O 5.002 2.762 4.139  -0.279
81 C 5.750 2.767 5.347  -0.106
82 O 4.124 1.153 2.639  -0.233
83 C 3.277 1.379 1.517  -0.211
84 H 2.129 4.552 6.061  0.092
85 H 3.139 4.688 4.605  0.081
86 H 1.525 3.922 4.511  0.076
87 H 5.484 1.940 6.009  0.089
88 H 5.584 3.711 5.867  0.086
89 H 6.810 2.689 5.100  0.094
90 H 3.224 2.447 1.293  0.054
91 H 2.277 0.995 1.727  -0.001
92 H 3.686 0.850 0.654  0.094


ORCA calculation (ωB97M-V/def2-TZVPD) on one molecule with the formula C4H5NO in a non-equilibrium geometry.

Computed properties:
Relative energy (zero: lowest compared OMol25 entry of this formula, charge and spin), eV: 1.226
Spin multiplicity: 1
SMILES: N#C/C=C/CO
Gap between HOMO and LUMO, eV: 10.7
Molar mass, g mol⁻¹: 83.1
E_HOMO, eV: -10.522
F_max, eV Å⁻¹: 1.11

Last column: Löwdin charge in e.
Positions of all 11 atoms, in Å:
1 N -1.977 1.268 2.615  0.144
2 C -1.394 0.607 1.863  -0.227
3 C -0.707 -0.189 0.885  -0.105
4 C 0.419 0.221 0.294  -0.065
5 C 0.987 -0.486 -0.907  -0.266
6 O 0.604 0.230 -2.066  -0.055
7 H -1.178 -1.130 0.607  0.115
8 H 0.877 1.167 0.576  0.126
9 H 2.081 -0.486 -0.900  0.122
10 H 0.645 -1.532 -0.938  0.119
11 H -0.358 0.330 -2.030  0.093


ORCA calculation (ωB97M-V/def2-TZVPD) on an isolated ion of composition C5HN2O4 and charge -1 in a non-equilibrium geometry.

Computed properties:
Relative energy (zero: lowest compared OMol25 entry of this formula, charge and spin), eV: 7.688
Spin multiplicity: 1
Gap between HOMO and LUMO, eV: 7.9
Total charge: -1
Molar mass, g mol⁻¹: 153.1
E_HOMO, eV: -4.223
F_max, eV Å⁻¹: 3.48

Last column: Löwdin charge in e.
Positions of all 12 atoms, in Å:
1 C 0.326 -0.446 0.074  -0.096
2 C -2.369 0.043 0.449  -0.105
3 C -1.568 1.224 0.556  -0.330
4 C -0.300 0.504 1.071  -0.084
5 C -1.298 -0.821 0.980  -0.370
6 N -0.389 -1.503 0.111  0.169
7 N -3.444 -0.300 -0.272  -0.419
8 O -1.679 2.420 0.273  0.029
9 O -4.327 0.519 -0.524  0.008
10 O -3.542 -1.501 -0.554  -0.019
11 O -0.836 -0.389 2.096  0.087
12 H 0.894 0.103 -0.708  0.129


ORCA calculation (ωB97M-V/def2-TZVPD) on one molecule with the formula C4H8O2S.

Computed properties:
Relative energy (zero: lowest compared OMol25 entry of this formula, charge and spin), eV: 0.000
Spin multiplicity: 1
SMILES: O=C(O)CCCS
Gap between HOMO and LUMO, eV: 9.9
Molar mass, g mol⁻¹: 120.2
E_HOMO, eV: -9.186
F_max, eV Å⁻¹: 0.66

Last column: Löwdin charge in e.
Positions of all 15 atoms, in Å:
1 O 0.260 2.388 -1.005  0.105
2 C -0.192 2.003 0.042  -0.531
3 O -1.004 2.785 0.779  0.098
4 C 0.044 0.667 0.712  -0.094
5 C -0.185 -0.491 -0.287  -0.262
6 C 0.703 -1.685 0.022  -0.604
7 S 0.666 -2.960 -1.256  0.701
8 H -1.177 3.581 0.247  0.130
9 H 1.085 0.628 1.027  0.126
10 H -0.624 0.602 1.573  0.121
11 H 0.065 -0.119 -1.271  0.101
12 H -1.232 -0.802 -0.271  0.115
13 H 1.758 -1.413 0.020  0.065
14 H 0.503 -2.084 1.016  0.076
15 H -0.668 -3.101 -1.348  -0.147


ORCA calculation (ωB97M-V/def2-TZVPD) on a 2-piece molecular cluster, C2H9N2S2 overall in a non-equilibrium geometry.

Computed properties:
Relative energy (zero: lowest compared OMol25 entry of this formula, charge and spin), eV: 1.803
Spin multiplicity: 1
Gap between HOMO and LUMO, eV: 8.7
Total charge: +1
Molar mass, g mol⁻¹: 125.2
E_HOMO, eV: -13.285
F_max, eV Å⁻¹: 5.19

Last column: Löwdin charge in e.
Positions of all 15 atoms, in Å:
1 C -0.410 -0.966 -1.723  -0.250
2 C -0.134 -1.746 -0.454  -0.657
3 N -0.490 0.444 -1.533  0.009
4 N -0.291 -1.056 0.660  0.183
5 S 0.085 -3.390 -0.602  1.021
6 S 0.358 2.446 1.720  0.562
7 H 0.598 -1.107 -2.245  0.161
8 H -1.168 -1.319 -2.432  0.144
9 H 0.387 0.956 -1.424  0.104
10 H -1.184 0.896 -1.000  0.064
11 H -0.243 -1.245 1.593  0.100
12 H -0.637 -0.061 0.472  0.098
13 H 1.336 3.079 1.027  -0.168
14 H 0.640 -3.682 0.577  -0.068
15 H 1.052 2.308 2.716  -0.303


ORCA calculation (ωB97M-V/def2-TZVPD) on C4H8N2 as an isolated structure in a non-equilibrium geometry.

Computed properties:
Relative energy (zero: lowest compared OMol25 entry of this formula, charge and spin), eV: 3.210
Spin multiplicity: 1
Gap between HOMO and LUMO, eV: 8.6
Molar mass, g mol⁻¹: 84.1
E_HOMO, eV: -7.966
F_max, eV Å⁻¹: 3.83

Last column: Löwdin charge in e.
Positions of all 14 atoms, in Å:
1 C 0.649 1.397 -0.318  -0.049
2 C -0.814 0.367 -0.967  -0.377
3 N 0.509 -1.830 1.474  0.100
4 C -0.941 -0.712 -0.095  -0.109
5 C -0.030 -0.694 0.965  -0.200
6 N -1.195 0.646 -2.132  0.081
7 H -1.167 1.638 -2.367  0.045
8 H 1.194 -1.760 2.215  0.103
9 H 0.575 -2.636 0.867  0.108
10 H -1.561 -1.569 -0.341  0.101
11 H 0.031 0.136 1.655  0.116
12 H 0.179 2.382 -0.339  0.027
13 H 1.292 1.274 -1.188  0.035
14 H 1.278 1.362 0.571  0.019


ORCA calculation (ωB97M-V/def2-TZVPD) on C23H50Cl28INOSi as an isolated structure in a non-equilibrium geometry.

Computed properties:
Spin multiplicity: 1
Gap between HOMO and LUMO, eV: 9.0
Molar mass, g mol⁻¹: 1504.3
E_HOMO, eV: -8.810
F_max, eV Å⁻¹: 3.18

Last column: Löwdin charge in e.
Positions of all 105 atoms, in Å:
1 C 7.594 1.732 1.556  -0.155
2 C 6.032 1.435 1.111  -0.241
3 C 4.994 2.605 1.605  -0.318
4 N 3.529 2.187 1.358  -0.140
5 Si 2.721 1.771 2.909  0.444
6 O 1.010 1.402 2.796  -0.306
7 C 0.308 2.234 1.809  -0.264
8 C -0.819 1.226 1.094  -0.177
9 C 0.046 0.115 0.190  -0.131
10 C 3.578 0.113 3.524  -0.762
11 I 2.945 -0.125 5.620  0.707
12 C 2.929 -1.180 2.703  -0.355
13 C 3.517 -1.344 1.173  -0.154
14 H 7.679 1.695 2.742  0.087
15 H 7.950 2.789 1.176  0.024
16 H 8.265 0.921 1.022  0.079
17 H 5.705 0.369 1.527  0.086
18 H 5.970 1.400 -0.074  0.117
19 H 5.208 3.555 0.928  0.060
20 H 5.176 2.932 2.728  0.054
21 H 3.104 3.058 0.945  0.030
22 H 3.039 2.800 3.932  0.001
23 H -0.242 3.157 2.296  0.129
24 H 0.966 2.634 0.929  0.104
25 H -1.587 1.801 0.425  0.114
26 H -1.303 0.632 1.992  0.090
27 H 1.198 0.106 0.490  0.064
28 H -0.364 -0.974 0.309  0.021
29 H -0.046 0.415 -0.944  0.074
30 H 4.746 0.161 3.474  0.058
31 H 1.745 -1.093 2.584  0.059
32 H 3.092 -2.202 3.298  0.100
33 H 4.457 -2.058 1.190  0.080
34 H 3.834 -0.341 0.661  0.052
35 H 2.685 -1.909 0.542  0.083
36 C -2.468 -2.195 2.607  -1.014
37 Cl -0.730 -2.515 2.564  0.551
38 Cl -3.124 -2.024 0.975  0.513
39 H -2.970 -3.026 3.107  -0.054
40 H -2.646 -1.269 3.161  -0.035
41 C 6.575 5.978 2.546  -1.144
42 Cl 5.173 5.370 3.436  0.519
43 Cl 7.999 4.973 2.840  0.533
44 H 6.348 5.971 1.477  -0.088
45 H 6.787 6.999 2.872  -0.119
46 C 3.904 7.535 0.628  -1.000
47 Cl 4.294 8.480 2.070  0.551
48 Cl 3.147 5.998 1.061  0.501
49 H 3.213 8.108 0.004  0.036
50 H 4.824 7.336 0.074  -0.006
51 C -3.986 -1.991 -2.799  -1.086
52 Cl -4.813 -0.850 -1.731  0.487
53 Cl -2.321 -1.482 -3.108  0.501
54 H -3.975 -2.976 -2.326  -0.073
55 H -4.524 -2.044 -3.749  -0.041
56 C -5.375 -4.880 -5.770  -1.022
57 Cl -6.201 -3.739 -4.702  0.598
58 Cl -3.710 -4.371 -6.078  0.502
59 H -5.364 -5.865 -5.297  0.035
60 H -5.913 -4.932 -6.719  -0.003
61 C -8.743 -1.298 -4.765  -1.071
62 Cl -10.182 -1.783 -3.860  0.507
63 Cl -8.086 0.222 -4.148  0.472
64 H -7.984 -2.079 -4.671  -0.068
65 H -9.011 -1.169 -5.817  -0.032
66 C 6.786 5.015 -1.769  -0.955
67 Cl 5.054 4.800 -1.487  0.549
68 Cl 7.596 5.622 -0.320  0.590
69 H 7.224 4.052 -2.044  0.036
70 H 6.928 5.730 -2.583  0.033
71 C -7.329 1.163 -7.656  -0.995
72 Cl -9.008 0.629 -7.799  0.529
73 Cl -6.368 -0.002 -6.736  0.503
74 H -6.902 1.265 -8.656  0.029
75 H -7.305 2.128 -7.143  0.034
76 C -4.163 0.728 5.486  -1.021
77 Cl -2.425 0.408 5.443  0.525
78 Cl -4.819 0.899 3.854  0.511
79 H -4.665 -0.104 5.987  0.028
80 H -4.341 1.653 6.040  0.028
81 C -6.177 -4.467 0.451  -1.066
82 Cl -4.843 -4.438 -0.708  0.536
83 Cl -7.590 -3.616 -0.183  0.519
84 H -6.449 -5.506 0.655  -0.081
85 H -5.855 -3.982 1.376  -0.012
86 C -4.586 -6.844 2.833  -1.001
87 Cl -6.257 -6.995 2.276  0.597
88 Cl -4.209 -5.173 3.268  0.592
89 H -4.445 -7.481 3.710  0.038
90 H -3.915 -7.164 2.033  -0.070
91 C -1.170 -7.186 3.361  -1.015
92 Cl -1.740 -7.403 1.702  0.570
93 Cl 0.577 -6.915 3.403  0.524
94 H -1.675 -6.322 3.800  0.000
95 H -1.405 -8.083 3.938  0.036
96 C -3.053 -7.483 -8.498  -1.017
97 Cl -3.300 -9.030 -9.317  0.507
98 Cl -4.553 -6.550 -8.434  0.526
99 H -2.707 -7.671 -7.478  0.032
100 H -2.300 -6.909 -9.043  0.033
101 C 7.776 9.370 1.309  -1.004
102 Cl 9.149 10.203 0.573  0.523
103 Cl 8.314 8.219 2.539  0.605
104 H 7.120 10.108 1.777  0.026
105 H 7.229 8.830 0.532  0.013


Among the records above, which one has the lowest molar mass?
C4H5NO